Formula: C37H29N2O4PRu
Source: the Open Molecules 2025 dataset
Level of theory: ωB97M-V/def2-TZVPD

Last column: Löwdin spin population.
Cartesian coordinates (Å):
Ru 0.49137 0.08831 -1.60164  2.450
O 2.97168 0.59218 -2.87456  0.044
N 2.50954 0.25984 -1.59731  0.001
C 3.41235 0.45500 -0.71232  0.038
C 3.35687 0.27468 0.73064  0.002
C 4.62552 0.30543 1.32251  0.010
C 4.78890 0.11118 2.68047  -0.002
C 3.67474 -0.09844 3.47540  0.013
C 2.40576 -0.10644 2.90601  0.007
C 2.22336 0.07247 1.54118  0.029
P 0.49510 0.15982 0.95856  0.183
C -0.21036 1.57781 1.82360  0.032
C -0.00224 2.83734 1.25140  0.007
C -0.50926 3.97204 1.86870  -0.001
C -1.22490 3.85440 3.05423  0.006
C -1.42197 2.60649 3.63025  0.001
C -0.92434 1.46492 3.01715  0.012
C -0.32659 -1.34174 1.53535  0.011
C 0.40206 -2.49933 1.81013  0.010
C -0.25993 -3.67254 2.14691  0.001
C -1.64770 -3.70125 2.19581  0.011
C -2.37884 -2.55997 1.89356  0.000
C -1.72251 -1.38322 1.55693  0.009
H 2.60263 -0.07715 -3.46877  0.003
H 4.37133 0.75829 -1.12036  0.001
H 5.49637 0.47707 0.69838  0.000
H 5.77928 0.13313 3.11571  0.000
H 3.78638 -0.24304 4.54305  0.001
H 1.54025 -0.24656 3.54277  0.001
H 0.56885 2.92857 0.33062  0.000
H -0.34719 4.94663 1.42400  0.000
H -1.63067 4.73821 3.53268  0.000
H -1.95894 2.52002 4.56629  0.000
H -1.08140 0.49793 3.47826  0.000
H 1.48529 -2.48580 1.77503  0.001
H 0.31012 -4.56369 2.38176  0.000
H -2.16080 -4.61408 2.47549  0.001
H -3.46128 -2.58292 1.92899  0.000
H -2.29769 -0.49670 1.31569  0.000
C 0.20120 6.94650 -2.44371  0.000
O -1.13966 6.47771 -2.22134  0.009
C -1.33473 5.18046 -2.09754  0.012
C -2.69529 4.78608 -1.94867  0.027
C -2.99216 3.48146 -1.80419  0.000
C -1.97281 2.47496 -1.79161  0.038
C -2.32268 1.13826 -1.64532  -0.006
C -3.74287 0.70466 -1.47225  -0.003
O -1.46686 0.15903 -1.65465  0.138
C -0.61427 2.89462 -1.94649  0.018
O 0.39319 2.05084 -1.94044  0.139
C -0.31837 4.24454 -2.11243  0.009
H 0.12186 8.01804 -2.57392  0.000
H 0.62280 6.49729 -3.34310  0.000
H 0.82864 6.72302 -1.58063  0.000
H -3.46108 5.55093 -1.97662  0.001
H -4.02976 3.19216 -1.71922  -0.001
H -4.19768 1.21686 -0.62335  -0.001
H -3.77467 -0.36778 -1.30963  0.000
H -4.32775 0.94374 -2.36167  -0.001
H 0.71824 4.51730 -2.24298  0.000
N -0.28599 -9.78851 -1.52679  0.048
C -0.16264 -8.64484 -1.55267  0.007
C -0.01282 -7.21181 -1.57611  0.084
C -1.13258 -6.40028 -1.36264  -0.012
C -0.99487 -5.03449 -1.38205  0.070
C 0.27332 -4.46260 -1.61449  0.052
C 1.39622 -5.28907 -1.82646  0.071
C 1.24929 -6.65454 -1.80874  -0.012
C 0.40882 -3.07606 -1.63215  0.320
C 0.51717 -1.83572 -1.65498  0.108
H -2.09771 -6.85558 -1.18800  -0.002
H -1.84840 -4.38998 -1.21763  0.003
H 2.36535 -4.84330 -2.00635  0.003
H 2.09848 -7.30277 -1.97372  -0.002

orbital gap (alpha / beta) = 7.2 / 5.3 eV
spin multiplicity = 5
charge = +2
HOMO energy (alpha / beta) = -13.26 / -13.92 eV
E_tot = -61861.325 eV